No. 1
DFT (the ωB97M-V functional and the def2-TZVPD basis) results for C39H76ClIN6O3PS3 as an isolated structure.

Total charge: +1
Gap between HOMO and LUMO in Ha: 0.174

XYZ file:
```
130
Properties=species:S:1:pos:R:3:mulliken_charge:R:1
C 5.29885 2.23683 4.35302 -1.13
C 3.86460 1.45212 4.07469 0.10
C 4.27181 -0.14424 3.85018 -0.43
C 4.39074 -0.41460 2.20786 -0.72
C 3.51364 -1.76937 1.91049 0.04
C 2.79162 -1.77013 0.40224 -0.01
C 2.08399 -3.22035 0.17557 -1.04
N 0.60574 -3.25104 -0.02772 -0.40
I 0.23556 -5.25634 -0.59149 0.50
C 0.03329 -2.45710 -1.16445 0.00
S 1.15531 -2.20161 -2.64880 -0.20
C -0.62669 -1.00446 -0.80662 -0.16
C -1.49534 -0.33218 -2.07120 -0.61
C -2.03806 1.20531 -1.69602 0.22
C -0.93656 2.32468 -2.16708 -0.57
C -0.66971 3.49195 -1.03134 -0.15
S -1.94155 4.89717 -1.10801 1.05
O -3.37937 4.38231 -1.38659 -0.54
O -1.55074 5.94161 -2.22334 -0.55
Cl -1.95019 5.93081 0.75191 -0.22
N -1.47789 -0.94953 0.43340 0.34
P -3.12411 -1.43797 0.29144 0.10
C -4.31108 -1.03027 1.68565 -0.49
C -4.66403 0.59414 1.87036 -0.76
C -3.52337 -2.95655 -0.73676 -0.18
C -4.97374 -3.65565 -0.28316 -1.13
C -0.65548 -1.51454 1.55043 0.99
C -1.22936 -1.27088 3.06610 -0.41
C -0.03290 -0.76150 4.11926 -0.13
O 0.56849 0.54213 3.68888 -0.27
C -0.31423 1.66706 4.03083 0.18
C 0.41398 2.92313 4.79067 -0.81
C -0.28225 -3.06467 1.17353 -0.25
S 0.21170 -3.95944 2.73944 -0.13
H 5.03800 3.29303 4.78626 0.31
H 5.86270 2.25225 3.32455 0.25
H 5.92539 1.56491 5.11325 0.31
H 3.11107 1.50857 4.96959 0.10
H 3.29487 1.84258 3.11905 0.03
H 3.41643 -0.76836 4.35731 0.13
H 5.27255 -0.44385 4.41663 0.44
H 4.08919 0.51639 1.56454 0.35
H 5.53765 -0.69787 2.03606 0.29
H 4.29543 -2.67027 1.86385 0.33
H 2.65698 -1.94614 2.68800 -0.41
H 2.13098 -0.82958 0.22443 0.02
H 3.70750 -1.68184 -0.35844 0.45
H 2.63762 -3.71628 -0.76257 0.31
H 2.48667 -3.90497 1.06899 0.58
H -0.87271 -3.11246 -1.58899 0.49
H 1.49086 -0.83000 -2.78738 0.27
H 0.24493 -0.20511 -0.63713 -0.23
H -0.80398 -0.14310 -3.02698 0.45
H -2.35482 -1.03611 -2.45448 0.06
H -2.28211 1.34639 -0.56278 -0.41
H -3.05120 1.44721 -2.27970 0.43
H -1.36134 2.87312 -3.11365 0.33
H 0.11230 1.80170 -2.35446 0.25
H -0.69472 3.09440 0.06908 -0.07
H 0.39264 4.00164 -1.18206 0.29
H -5.37453 -1.53905 1.49634 0.30
H -3.99961 -1.39033 2.77537 0.34
H -4.77408 0.79709 3.03331 0.25
H -3.86593 1.28390 1.34877 0.09
H -5.75724 0.76268 1.42453 0.33
H -3.69353 -2.65501 -1.87940 0.29
H -2.74962 -3.83135 -0.74980 0.00
H -5.84183 -2.85011 -0.18004 0.31
H -5.29974 -4.33027 -1.21234 0.36
H -4.86924 -4.34634 0.65786 0.27
H 0.38444 -0.92447 1.52045 -0.49
H -1.95660 -0.32648 2.98896 -0.14
H -1.88537 -2.13528 3.50151 0.41
H -0.41317 -0.73094 5.24261 -0.37
H 0.88930 -1.52003 4.13278 0.18
H -0.71678 2.09711 2.99236 -0.09
H -1.25812 1.24086 4.58468 0.28
H 1.41154 3.29486 4.29400 0.16
H -0.34338 3.84263 4.70755 0.35
H 0.52039 2.73541 5.96473 0.08
H -1.31744 -3.58096 0.86839 0.27
H 1.57260 -3.80251 3.04696 0.20
C 2.30546 -3.42621 -8.49059 -1.05
C 1.93904 -4.48546 -7.45902 -0.54
C 1.50302 -3.89496 -6.11876 0.04
C 2.58731 -3.16324 -5.45112 0.24
N 3.44330 -2.57878 -4.92872 -0.56
H 3.16328 -2.82905 -8.16581 0.38
H 2.57217 -3.90166 -9.43961 0.35
H 1.46419 -2.75029 -8.67355 0.13
H 2.79327 -5.15885 -7.31521 0.30
H 1.11814 -5.09176 -7.85935 0.32
H 1.16813 -4.70985 -5.46630 0.33
H 0.64078 -3.23275 -6.26534 0.13
C -0.90252 -2.72020 -11.28931 -0.82
C -2.30267 -2.87768 -10.71037 -0.44
C -2.64926 -1.80927 -9.67429 -0.46
C -1.80012 -1.89352 -8.47900 0.31
N -1.12284 -1.95683 -7.53852 -0.47
H -0.13407 -2.83159 -10.51794 0.06
H -0.72198 -3.48540 -12.05070 0.33
H -0.78079 -1.73866 -11.75817 0.31
H -2.39956 -3.87751 -10.26901 0.29
H -3.02714 -2.81914 -11.53102 0.31
H -3.69716 -1.93295 -9.37678 0.28
H -2.56379 -0.81203 -10.12338 0.28
C 1.58632 7.32453 -0.15390 -0.90
C 2.99694 7.35529 0.42021 -0.50
C 3.59950 5.96405 0.61121 -0.43
C 2.86850 5.17029 1.60742 0.23
N 2.28477 4.54176 2.38935 -0.41
H 0.88912 6.81768 0.52061 0.15
H 1.21946 8.34448 -0.30535 0.36
H 1.56775 6.80962 -1.11960 0.28
H 2.98564 7.89642 1.37462 0.31
H 3.63812 7.92499 -0.26249 0.32
H 4.64107 6.07209 0.93581 0.30
H 3.62089 5.43157 -0.34768 0.27
C -3.54389 1.20173 8.95404 -1.16
C -2.13675 1.54040 9.42910 -0.56
C -1.07644 1.36621 8.34260 -0.15
C -0.93916 -0.03195 7.91462 0.27
N -0.83764 -1.13633 7.57221 -0.55
H -3.62669 0.15048 8.66085 0.35
H -4.26533 1.38011 9.75748 0.34
H -3.82803 1.82189 8.09805 0.30
H -1.89127 0.91931 10.29963 0.32
H -2.12517 2.58316 9.76713 0.32
H -0.11280 1.71673 8.73045 0.35
H -1.31874 1.99868 7.47962 0.14
```



No. 2
DFT (the ωB97M-V functional and the def2-TZVPD basis) results for C39H76F6LiO30P as an isolated structure.

Gap between HOMO and LUMO in Ha: 0.373

XYZ file:
```
153
Properties=species:S:1:pos:R:3:mulliken_charge:R:1
Li 3.14427 -1.84689 0.53673 1.06
P 0.85624 -0.49457 0.65220 1.68
F 0.29325 0.82827 -0.15083 -0.36
F -0.59143 -1.25313 0.54348 -0.21
F 1.36179 -1.13162 -0.75254 -0.33
F 1.45689 -1.89548 1.43042 -0.53
F 2.31916 0.13672 0.77507 -0.38
F 0.59310 0.18993 2.06632 -0.24
C -0.24397 -4.88512 3.26170 -0.07
C -0.99342 -4.86867 2.01659 0.57
O -0.70484 -6.14930 1.47783 -0.34
C 0.30434 -6.66717 2.11790 0.56
O 0.98115 -7.52168 1.60685 -0.56
O 0.57443 -6.01690 3.24265 -0.33
H -0.89288 -4.84315 4.13650 0.27
H 0.32621 -3.95672 3.29428 0.08
H -0.63600 -3.98947 1.48053 -0.49
H -2.07590 -4.82769 2.13762 0.28
C -2.41928 2.79403 -0.96183 -0.34
C -3.02182 4.19561 -0.83435 -0.70
O -3.33193 4.53542 0.49698 -0.26
C -4.61344 4.51851 1.01130 0.79
O -5.61686 4.12854 0.40629 -0.62
O -4.57503 4.91038 2.28382 -0.35
C -5.78876 4.82352 3.15203 -0.65
H -3.22261 2.09060 -0.74289 0.24
H -1.40521 2.82525 -0.56333 -0.17
H -2.38018 2.49279 -2.00864 0.41
H -3.83301 4.22300 -1.56189 0.38
H -2.28152 4.90565 -1.20302 0.41
H -5.71940 3.97985 3.83872 0.23
H -6.79526 4.82433 2.73365 0.28
H -5.87644 5.71422 3.77418 0.36
C 5.76134 -6.40012 0.09687 -1.22
C 4.92637 -5.87163 -1.03833 0.01
O 3.49913 -5.96373 -0.74121 -0.32
C 2.75017 -4.80641 -0.72069 0.25
O 3.17951 -3.70551 -0.45701 -0.62
O 1.49596 -5.10465 -0.97382 -0.43
C 0.62283 -4.09009 -1.20876 0.43
H 6.81752 -6.30752 -0.15613 0.40
H 5.67011 -7.48627 0.10382 0.32
H 5.61849 -5.85324 1.02887 0.31
H 5.17542 -6.51320 -1.88359 0.27
H 5.28628 -4.86186 -1.23560 0.12
H 0.82566 -3.47424 -2.08493 0.01
H 0.56241 -3.49435 -0.29798 -0.26
H -0.41576 -4.40667 -1.30472 0.32
C -1.58961 -0.91498 4.64574 -0.84
C -1.60662 0.66212 4.34403 0.39
O -1.91804 1.38460 5.44030 -0.44
C -3.22846 1.44327 5.83615 0.72
O -4.21224 1.16309 5.15223 -0.55
O -3.19999 1.49945 7.15518 -0.35
C -4.42036 1.52280 7.91446 -0.63
H -2.35721 -1.39080 5.25604 0.39
H -0.61327 -1.23724 5.00768 0.38
H -1.65652 -1.37245 3.65866 -0.01
H -2.33986 0.84665 3.55891 -0.01
H -0.64981 1.04296 3.98686 0.17
H -5.00505 0.61239 7.78260 0.27
H -5.05613 2.31127 7.51174 0.30
H -4.22896 1.72827 8.96768 0.24
C 5.40044 -1.63558 -4.91837 -1.04
C 6.53725 -1.45792 -3.78797 -0.30
O 5.90248 -1.70007 -2.53473 -0.37
C 5.08740 -0.80712 -1.88996 0.40
O 4.24546 -1.16846 -1.06981 -0.21
O 5.28637 0.48123 -2.30849 -0.41
C 4.39179 1.50602 -1.93351 -0.59
H 4.59242 -0.90904 -5.00410 0.26
H 4.84405 -2.55065 -4.71551 0.26
H 5.95019 -1.76517 -5.85061 0.47
H 6.99966 -0.47223 -3.73594 0.29
H 7.27763 -2.23634 -3.97236 0.33
H 4.86740 2.28635 -1.33937 -0.16
H 3.54322 1.20785 -1.31779 0.30
H 4.08925 2.01359 -2.84945 0.48
C 1.77034 0.33526 -3.93561 -0.24
C 1.80894 -1.23777 -3.80814 1.01
O 0.79676 -2.02457 -4.48297 -0.18
C 0.72424 -2.25417 -5.80292 0.68
O 1.18769 -1.51507 -6.66439 -0.64
O 0.07101 -3.32650 -5.97305 -0.23
C 0.10754 -3.96330 -7.22484 -0.75
H 2.03388 0.82640 -4.87232 0.51
H 2.41997 0.73530 -3.15712 -0.46
H 0.84204 0.66823 -3.47139 0.29
H 2.02887 -1.56905 -2.79326 -0.65
H 2.67998 -1.57055 -4.37261 -0.08
H 0.50531 -3.34456 -8.02922 0.36
H -0.97672 -4.06224 -7.17305 0.27
H 0.47632 -4.98164 -7.10200 0.25
C 7.95263 3.34724 1.06018 -1.55
C 6.63587 2.99456 0.39890 0.19
O 6.03565 1.98553 1.23380 -0.25
C 5.08717 2.35163 2.08712 0.80
O 4.57467 3.44333 2.28310 -0.56
O 4.57355 1.20858 2.61470 -0.28
C 3.50609 1.29187 3.56746 -0.64
H 8.56120 3.96791 0.40252 0.43
H 8.66869 2.56917 1.32468 0.32
H 7.74653 3.94587 1.94747 0.36
H 7.10526 2.61241 -0.50759 0.16
H 5.89940 3.78732 0.26752 0.28
H 2.97820 0.34107 3.49390 0.05
H 2.75661 2.04850 3.33530 0.32
H 3.99515 1.26664 4.54126 0.42
C -9.05384 0.80029 0.94262 -1.26
C -7.93192 1.90629 0.84096 -0.17
O -6.73299 1.16563 0.43702 -0.23
C -5.75829 0.92600 1.28883 0.61
O -5.69966 1.19125 2.52517 -0.62
O -4.69982 0.32123 0.63693 -0.27
C -3.59349 -0.23099 1.36818 -0.74
H -9.17060 0.28080 -0.00848 0.29
H -10.02747 1.28816 0.89667 0.43
H -8.84103 0.28808 1.88094 0.29
H -7.91662 2.38274 1.82120 0.20
H -8.06533 2.66889 0.07366 0.41
H -4.01365 -0.78619 2.20682 0.56
H -2.79039 0.45949 1.62577 0.39
H -3.18249 -1.02315 0.74235 -0.06
C 1.10620 3.70035 -0.75008 -0.54
C 2.22767 4.36947 -1.51788 0.05
O 2.15191 5.76196 -1.14942 -0.40
C 2.57995 6.26879 0.01497 0.73
O 3.29259 5.67843 0.80938 -0.50
O 2.14821 7.47112 0.28840 -0.34
C 1.78690 8.42259 -0.72998 -0.68
H 1.34464 3.82243 0.30649 0.30
H 0.87551 2.67947 -1.05455 0.00
H 0.21507 4.27950 -0.99207 0.26
H 2.16080 4.09904 -2.57168 0.41
H 3.19479 4.08851 -1.10096 -0.10
H 2.53004 8.99974 -1.28020 0.28
H 1.18318 9.15060 -0.18811 0.29
H 1.09230 8.00552 -1.45915 0.29
C -7.08149 -2.47118 -0.72268 -1.24
C -5.59000 -2.64283 -0.39248 0.20
O -4.95652 -2.18721 -1.55545 -0.30
C -3.63300 -2.42023 -1.77193 0.78
O -2.95254 -3.43312 -1.33585 -0.63
O -3.23631 -1.52293 -2.61583 -0.38
C -1.90027 -1.53242 -2.98640 -0.23
H -7.50717 -3.08083 0.07432 0.41
H -7.47186 -2.86857 -1.65959 0.36
H -7.33301 -1.41064 -0.73223 0.16
H -5.29572 -3.68813 -0.29837 0.40
H -5.26881 -2.06000 0.47080 -0.06
H -1.67321 -0.59311 -3.49064 0.22
H -1.76772 -2.31862 -3.72964 0.35
H -1.19740 -1.60704 -2.15665 -0.02
```



No. 3
DFT (the ωB97M-V functional and the def2-TZVPD basis) results for a 10-piece molecular cluster, C39H78N13O9S overall.

Total charge: +1
Gap between HOMO and LUMO in Ha: 0.181

XYZ file:
```
140
Properties=species:S:1:pos:R:3:mulliken_charge:R:1
C 4.22583 0.97462 -1.30108 -1.17
C 4.12736 -0.41358 -2.01193 0.72
C 4.85753 -0.77821 -3.23024 -0.96
C 4.66685 -2.09562 -3.81093 -0.18
C 3.76774 -3.10969 -3.23596 -0.66
C 3.03868 -2.74112 -2.03557 0.29
C 2.00603 -3.70095 -1.32827 -0.45
C 0.62003 -2.99382 -1.39715 0.02
N -0.49277 -3.51030 -0.52272 -0.35
C -1.49264 -2.46944 -0.80368 0.01
N -2.16576 -1.71267 0.06534 0.02
N -1.52753 -2.43279 -2.23036 -0.15
C -0.18238 -2.90572 -2.75163 0.14
N 0.41644 -1.75834 -3.51096 -0.43
C 0.57582 -2.06971 -4.70110 0.31
S 0.49700 -2.19188 -6.29274 -0.25
C 3.23881 -1.41364 -1.44734 -0.06
H 4.19685 0.76356 -0.20042 0.27
H 5.16699 1.52894 -1.52086 0.42
H 3.32782 1.59007 -1.54971 0.15
H 5.52713 -0.01304 -3.69149 0.43
H 5.21506 -2.37854 -4.74041 0.33
H 3.61330 -4.11591 -3.67994 0.35
H 2.32819 -3.87301 -0.26838 -0.12
H 1.95001 -4.69177 -1.84864 0.55
H 0.66112 -1.90951 -1.09068 0.22
H -0.90806 -4.33814 -0.98553 0.34
H -3.10776 -1.90845 0.42598 0.07
H -1.66155 -0.91030 0.46068 0.03
H -1.41348 -1.40982 -2.39866 0.43
H -0.15164 -3.86112 -3.32853 0.47
H 2.64521 -1.16608 -0.52818 0.18
C -5.89188 -3.30304 0.48871 0.04
O -5.47747 -2.52410 1.33660 -0.59
N -5.99408 -4.63800 0.64518 0.12
C -6.49712 -5.50122 -0.40806 -0.93
C -5.58804 -5.23133 1.90871 -0.87
H -6.22558 -2.95694 -0.50312 0.39
H -7.38331 -6.02712 -0.04787 0.35
H -5.72687 -6.22801 -0.67454 0.34
H -6.76159 -4.92160 -1.29190 0.30
H -6.18442 -4.80301 2.71613 0.25
H -4.53666 -5.00244 2.09355 0.27
H -5.72825 -6.31034 1.88329 0.38
C 3.67643 5.16903 -0.19719 0.03
O 4.14909 4.04466 -0.17954 -0.55
N 2.61112 5.55330 -0.92928 0.20
C 2.10086 6.91289 -0.89719 -0.83
C 1.95443 4.57521 -1.77465 -0.87
H 4.10059 5.98588 0.40959 0.25
H 1.06571 6.89320 -0.55448 0.33
H 2.14611 7.33606 -1.90351 0.28
H 2.68918 7.53340 -0.22146 0.31
H 1.59629 3.74864 -1.15524 0.28
H 2.67488 4.18443 -2.49739 0.20
H 1.11715 5.02758 -2.30199 0.41
C 3.56206 -4.73177 2.75346 0.06
O 3.21624 -4.79100 1.58652 -0.59
N 3.68305 -3.58338 3.45107 0.18
C 4.09303 -3.55739 4.84067 -0.86
C 3.38792 -2.33103 2.77130 -0.92
H 3.80388 -5.63233 3.34077 0.24
H 3.30341 -3.09675 5.43883 0.26
H 5.00883 -2.96964 4.93378 0.33
H 4.27776 -4.56594 5.20980 0.30
H 2.35766 -2.35093 2.41407 0.20
H 4.05550 -2.22754 1.91227 0.35
H 3.52345 -1.48725 3.44376 0.40
C -1.57583 1.73733 2.59995 0.18
O -0.90885 2.74875 2.67411 -0.59
N -2.40878 1.26746 3.55371 0.50
C -3.16784 0.04718 3.36773 0.13
C -2.54785 2.00420 4.79603 -0.72
H -1.55090 1.09515 1.69985 -0.03
H -4.23248 0.27594 3.44012 0.25
H -2.89336 -0.66874 4.14718 0.37
H -2.96171 -0.39133 2.39175 -0.67
H -2.90559 3.01218 4.57923 0.25
H -1.57225 2.07738 5.28253 0.04
H -3.25101 1.50145 5.45795 0.36
C 2.17362 5.72213 -5.47700 0.12
O 1.17272 5.71138 -4.78605 -0.59
N 2.65031 4.66481 -6.17658 0.14
C 3.85351 4.75261 -6.98071 -0.90
C 1.93319 3.40471 -6.11835 -0.93
H 2.79154 6.62824 -5.58939 0.32
H 3.60860 4.52209 -8.02011 0.33
H 4.58583 4.03090 -6.61159 0.33
H 4.28205 5.75290 -6.92925 0.29
H 0.91441 3.55251 -6.48265 0.30
H 1.88638 3.06388 -5.08172 0.22
H 2.43473 2.65441 -6.72779 0.40
C 0.50767 -0.47632 5.02186 -0.07
O 1.06233 -0.56348 3.94067 -0.62
N 0.41375 0.65332 5.75775 0.28
C -0.26309 0.68358 7.03965 -0.89
C 1.01135 1.87694 5.24608 -0.96
H 0.02212 -1.34503 5.49808 0.38
H -1.08721 1.39950 6.99386 0.33
H 0.44421 0.99349 7.81195 0.35
H -0.65895 -0.29973 7.29292 0.29
H 0.55905 2.12503 4.28321 0.28
H 2.08139 1.72072 5.09773 0.33
H 0.85496 2.69653 5.94565 0.33
C 5.26382 -3.40818 -8.25245 0.11
O 5.68678 -2.62543 -7.42358 -0.57
N 5.13251 -4.74363 -8.06851 0.13
C 4.61970 -5.61730 -9.10546 -0.93
C 5.51830 -5.31671 -6.79198 -0.73
H 4.94368 -3.07635 -9.25399 0.27
H 3.71980 -6.11838 -8.74071 0.33
H 5.37669 -6.36507 -9.35217 0.33
H 4.37301 -5.05083 -10.00285 0.30
H 4.92511 -4.85884 -5.99711 0.07
H 6.57274 -5.10477 -6.60519 0.30
H 5.35672 -6.39350 -6.79513 0.39
C -2.00360 7.52400 1.06308 0.11
O -0.93254 7.32677 0.52100 -0.61
N -2.46198 6.84657 2.14019 0.18
C -3.75290 7.12665 2.73493 -0.87
C -1.62860 5.80298 2.71682 -0.89
H -2.70677 8.29246 0.70125 0.25
H -3.61140 7.42662 3.77602 0.32
H -4.36905 6.22494 2.69741 0.31
H -4.26128 7.92803 2.19941 0.29
H -0.67839 6.23743 3.03398 0.28
H -1.42886 5.04337 1.96159 0.28
H -2.12586 5.34693 3.57113 0.29
C -6.95110 -0.07503 3.75715 0.26
O -6.29091 0.94463 3.85890 -0.70
N -7.78693 -0.56326 4.70065 0.11
C -8.53867 -1.78639 4.50271 -0.88
C -7.93574 0.16079 5.95106 -0.92
H -6.91048 -0.69768 2.84836 0.19
H -9.60640 -1.56726 4.57341 0.36
H -8.26373 -2.50633 5.27717 0.35
H -8.32712 -2.21697 3.52412 0.23
H -8.29866 1.16887 5.74283 0.30
H -6.96366 0.23537 6.44242 0.27
H -8.63787 -0.35280 6.60565 0.39
```



Number 1: E_LUMO -4.68 eV, HOMO level -9.404 eV. Number 2: E_LUMO 0.15 eV, HOMO level -10.007 eV. Number 3: E_LUMO -4.91 eV, HOMO level -9.830 eV.